Record 1
A cluster of 8 separate species, C48H120N8 in total at a distorted geometry. Source: OMol25; level of theory: ωB97M-V/def2-TZVPD.

Computed properties:
HOMO-LUMO gap in eV: 8.8
Energy relative to the best compared isomer or geometry (same formula, charge and spin) in kJ/mol: 435.7
LUMO level in eV: 0.6
Structure (SMILES): CCN(CC)CC.CCN(CC)CC.CCN(CC)CC.CCN(CC)CC.CCN(CC)CC.CCN(CC)CC.CCN(CC)CC.CCN(CC)CC
Max |F| in hartree/bohr: 0.068

XYZ file:
```
176
C48H120N8, DFT ωB97M-V/def2-TZVPD
H 4.574 5.841 0.314
C -5.883 -2.052 1.952
H -2.680 2.526 0.326
H 0.842 4.668 -0.539
H -3.345 1.020 0.892
C -1.368 -5.723 1.437
C -8.109 -0.292 3.564
H 5.922 1.814 4.784
C -4.285 4.906 0.769
H -1.307 -0.931 -1.652
H 0.614 -3.524 3.988
H -7.475 -0.433 -1.640
H -0.314 6.920 -1.217
H 5.438 0.185 1.205
H 3.227 5.489 -0.781
H -5.971 5.158 -0.639
C 2.654 5.850 1.279
H 3.891 -0.647 -3.766
H -0.829 -0.956 -5.850
C -0.253 0.456 -0.351
H -0.384 -3.325 -6.441
H 7.804 -2.019 2.370
H -3.183 4.735 0.574
H -5.667 -2.556 1.023
H 2.117 2.144 -0.364
H -0.809 0.360 0.590
C 5.873 -1.253 -4.354
C -3.192 2.079 1.130
H 7.189 -3.995 -3.020
C -2.887 1.028 -5.898
H 6.379 -0.858 -1.930
H -3.999 -1.253 2.342
H 8.703 -0.807 3.372
H 1.551 5.125 3.915
H 7.323 0.776 -0.286
H 3.054 5.712 2.257
H -3.161 1.596 -6.834
N 0.944 -0.459 -0.293
H -4.301 5.629 -1.391
H 1.741 0.205 -2.023
H 0.634 3.295 1.534
H -5.228 -0.914 -3.995
H 1.539 3.322 4.053
H -4.545 -4.126 0.554
H -7.100 0.993 2.363
C -4.576 -1.648 -3.520
H -0.070 -5.443 -0.286
H 3.535 2.396 4.039
H 5.545 -1.712 -5.285
H -5.251 -2.451 -3.305
H -2.680 -0.788 -7.073
H 8.432 0.833 1.046
H -4.638 5.227 3.425
H -1.264 -6.327 2.336
C -4.869 4.946 -0.716
H -7.958 0.195 0.591
H 3.888 4.271 0.326
H -5.154 2.459 0.244
C 1.021 4.180 3.550
H -4.202 -0.589 -6.190
H -8.989 -0.305 2.923
C -3.560 -4.226 0.002
H -8.107 -1.479 0.420
H 5.762 2.739 3.287
H 3.309 1.078 0.500
H 5.877 -5.571 -4.004
H -2.997 -2.966 -3.868
H 5.890 1.778 1.169
C 4.062 1.523 3.756
H 6.623 -0.396 4.612
H -1.966 0.777 -1.453
C -1.402 -2.920 -6.478
N 6.556 0.811 3.040
H -5.921 0.092 -1.007
C -0.745 -3.636 2.431
C -4.398 4.216 3.058
C -6.897 0.065 2.764
C 0.403 6.813 -0.395
C 2.418 -1.787 1.417
H -6.045 0.155 3.434
H -8.271 0.439 4.398
C 4.914 -0.174 -3.966
H -8.121 -1.357 3.989
C -5.069 3.356 4.064
C -6.736 -0.635 -0.874
H -6.254 -1.621 -1.057
H 0.278 -5.233 3.615
H 3.594 1.472 -1.146
C -3.156 -0.451 -6.106
H 5.125 0.240 -3.007
C 6.810 -1.799 -2.186
C -0.070 -5.884 0.687
C -1.331 -1.831 -5.409
C 2.831 1.292 -0.478
H 2.779 -0.844 -1.190
H -2.529 -2.622 0.946
H 0.691 -5.332 1.246
H -4.707 3.722 5.092
N -4.890 3.953 1.634
H -4.743 3.899 -1.125
H -4.411 5.900 1.200
H 7.799 -2.149 4.049
H -1.567 -3.475 -0.180
N -1.764 -4.395 1.773
H 0.280 -1.098 1.549
H -4.115 -1.224 -2.584
H -0.058 1.512 -0.484
C -1.113 0.128 -1.604
H -6.667 -2.606 2.478
C 6.544 -3.598 -3.798
H 2.567 6.945 1.298
H -1.825 1.260 -5.665
H 3.320 -1.320 1.058
H -1.651 -2.644 -7.522
H 2.321 -2.671 0.786
H 7.834 -1.681 -2.672
H 5.124 -4.465 -5.128
H -3.763 -3.750 -0.982
H -0.462 4.958 0.464
C 5.480 -4.599 -4.111
C 0.494 5.379 0.172
C 2.093 0.052 -1.025
H -2.063 -3.681 -6.161
N -2.613 -1.257 -4.976
C -2.277 -3.664 0.612
H -0.641 -2.141 -4.520
H -2.543 2.213 2.057
N -6.407 -0.709 1.619
C 1.236 -0.737 1.116
H 7.599 -0.738 0.711
H 0.260 -6.838 0.506
H 4.629 -4.494 -3.432
H -2.109 -6.118 0.748
H -3.447 -5.276 -0.320
H 3.617 1.189 2.822
C 6.744 -2.756 -1.055
H 1.387 0.181 1.668
H -0.871 -4.281 4.513
H -4.767 2.353 3.966
C 5.576 1.741 3.753
H 4.683 0.537 -4.713
C -0.148 -4.247 3.678
H -3.429 1.489 -5.015
N 1.279 5.318 1.418
H -4.175 -2.806 -5.254
H -1.141 -2.605 2.621
C -7.352 -0.680 0.486
H 2.460 -2.173 2.455
H -4.797 -1.624 3.833
H 0.005 4.163 3.953
C 6.583 -0.507 3.527
H -0.490 0.343 -2.483
N 6.056 -2.284 -3.315
C -4.623 -1.980 2.830
H 5.679 -1.057 3.322
H 7.481 -3.562 -1.037
H 5.826 -3.258 -1.112
C 3.615 5.328 0.220
H 0.106 -3.552 1.730
H -4.235 -3.015 2.974
H -3.239 4.175 3.053
C 1.226 4.009 2.032
C -4.696 2.600 1.223
H -5.190 1.944 1.879
H 3.781 0.723 4.501
C 7.826 -1.413 3.286
H 7.227 -3.464 -4.682
H 2.251 3.645 1.846
H 1.330 7.041 -0.920
H -6.133 3.448 4.002
H 6.681 -2.332 0.006
C 6.301 0.822 1.597
H 0.152 7.565 0.384
H 6.924 -0.754 -4.584
C 7.465 0.361 0.772
C -3.577 -2.251 -4.452
```

---

Record 2
A cluster of 8 separate species, C48H120N8O16 in total at a distorted geometry. Source: OMol25; level of theory: ωB97M-V/def2-TZVPD.

Computed properties:
HOMO-LUMO gap in eV: 8.8
Energy relative to the best compared isomer or geometry (same formula, charge and spin) in kJ/mol: 804.4
LUMO level in eV: 0.5
Structure (SMILES): COCCNCCOC.COCCNCCOC.COCCNCCOC.COCCNCCOC.COCCNCCOC.COCCNCCOC.COCCNCCOC.COCCNCCOC
Max |F| in hartree/bohr: 0.090

XYZ file:
```
192
C48H120N8O16, DFT ωB97M-V/def2-TZVPD
H -10.663 4.595 -6.169
H -5.150 5.418 0.976
O -9.694 2.797 -6.496
H -9.210 7.049 1.126
C 3.908 0.082 -5.733
H 2.158 4.751 -0.875
H -1.263 -5.396 2.100
H 7.211 -1.585 2.118
H -3.446 -2.967 1.210
H 6.372 0.827 -0.621
H 2.524 1.232 0.692
H -4.790 2.531 -3.942
H 2.269 -2.777 -3.563
C -0.005 -6.075 3.783
H 7.528 -3.286 2.574
N 0.713 -4.560 1.768
C -7.664 3.134 -2.251
H -2.571 -3.722 -0.217
C -1.660 0.016 -0.466
H 4.508 1.784 3.523
H 3.414 1.077 -3.836
N 1.513 2.990 0.197
C -5.589 5.671 0.011
H 0.091 5.245 0.116
C 5.611 -3.914 -4.018
H -3.105 -5.667 0.471
H 0.674 2.429 0.165
H -5.650 4.050 -3.589
C -5.050 7.145 -1.795
C -0.420 -5.026 2.684
H 5.551 0.487 0.825
H 12.257 -4.473 0.440
H 12.411 -6.838 2.930
C -10.552 3.638 -5.659
C -5.107 -4.976 0.289
C -9.373 6.215 0.443
H 1.350 -1.559 3.025
H 3.990 -3.498 -2.152
C 3.979 2.766 0.577
H -9.180 4.601 -4.332
C 5.316 -1.424 5.196
C 12.345 -3.963 1.400
H 1.789 -0.796 -0.758
H -13.157 5.038 0.209
H 0.230 -3.672 5.697
H -4.729 6.419 -2.542
O 2.797 0.528 -6.470
H -6.063 -5.235 -0.165
H -1.952 0.270 -1.485
H 3.786 1.206 -8.188
H 9.592 -1.616 2.344
H -0.603 0.286 -0.462
H 5.772 -4.198 1.399
H -7.607 4.217 -2.359
N -9.528 2.565 -3.788
H 6.248 -0.868 5.091
C 3.159 -2.164 -3.711
C -4.080 -6.061 0.185
H 2.646 -3.483 1.953
C 1.386 3.982 -0.892
H 4.247 -0.931 -5.953
C -3.647 -8.262 1.092
H -11.570 3.309 -5.451
C -10.619 5.379 0.674
H -5.576 4.768 -0.600
O -11.680 6.186 0.955
C 2.501 3.830 4.694
O -1.051 3.701 -0.865
C 1.769 -1.659 -0.093
H -10.857 4.656 -0.107
H -6.069 7.435 -2.051
O -4.725 6.719 -0.503
H 3.143 -0.409 -8.296
O 5.628 -2.732 -3.245
C 3.965 -0.603 4.776
C 2.949 0.579 -7.878
H 1.963 -0.597 -4.123
H -2.797 4.589 -0.059
H 5.305 2.942 6.244
H 7.074 -3.372 5.311
H 3.043 4.101 3.788
H 9.181 -1.490 0.729
O 7.149 -2.935 0.563
H -6.903 6.864 1.313
H 11.420 -2.230 2.313
H -10.406 3.890 -8.144
H -4.121 -8.877 1.857
H 13.634 -6.116 1.872
O 3.362 3.442 5.694
H 4.814 0.644 -5.961
H 3.974 -0.458 3.696
N 9.947 -3.310 1.289
H 4.062 2.777 1.664
H -5.498 -3.176 -0.197
H 13.339 -3.549 1.571
C 9.099 -2.191 1.559
H 0.177 5.308 -1.599
H -3.546 -8.668 0.086
C 0.066 -4.750 5.718
C 4.755 3.083 5.313
H 0.325 -5.091 6.720
H 11.398 -2.276 0.531
N -8.090 5.420 0.452
H 2.045 1.035 -8.281
H 5.615 -3.809 6.141
H -12.589 4.514 1.846
C 7.641 -2.533 1.795
O 11.987 -4.911 2.409
H 3.054 1.120 5.426
H -13.605 5.979 1.659
H 2.761 1.808 -0.970
C 5.406 0.975 -0.139
H 5.279 -2.471 0.825
H -4.989 3.293 -2.306
H 1.665 -3.833 3.369
H -9.435 6.748 -0.506
H 5.227 3.842 4.689
H -3.945 -6.452 -0.823
C 0.081 4.608 -0.769
O -4.446 -7.127 1.102
H -0.902 -6.527 4.206
C 2.726 2.109 0.077
C 3.726 0.083 -4.158
H -7.215 7.131 -0.362
H 4.680 0.455 -0.764
O 5.259 -2.676 4.477
C 6.029 -3.636 5.148
H -2.982 3.868 -1.652
C -2.301 4.435 -1.017
H 9.707 -3.542 0.335
H 5.554 -3.761 -0.329
H -8.982 1.561 -1.962
H 6.176 -4.524 4.533
H 2.046 4.785 4.955
H 4.682 -0.171 -3.700
H 4.382 -1.755 -1.953
H -8.122 4.538 0.944
H -4.439 8.014 -2.041
H 0.626 -6.842 3.336
O -1.929 -1.325 -0.208
C 11.277 -2.866 1.439
O -6.757 2.420 -3.151
H 1.272 -5.346 1.470
H -2.672 -7.948 1.463
C -3.429 -3.150 0.136
H -2.001 5.344 -1.539
H 0.017 -2.000 1.989
H 0.936 -2.326 -0.318
H 5.237 -1.594 6.270
H 6.531 -4.156 -4.550
H 1.464 3.422 -1.824
H 3.828 3.838 0.450
C -5.468 3.031 -3.250
C -3.256 -1.725 -0.449
C -6.977 6.347 0.356
H -3.950 -0.995 -0.033
N 2.753 -0.785 -3.522
O 5.172 2.350 -0.053
H -9.582 2.952 -1.534
H -7.462 2.949 -1.196
H -3.555 -1.771 -1.496
H -10.434 4.789 1.571
H -0.998 -4.975 5.797
N 3.954 0.675 5.315
C -9.939 3.820 -4.292
H 3.046 -1.121 5.052
H -11.152 2.301 -7.914
H -9.538 2.434 -8.575
C 5.829 -3.398 0.662
H 2.714 -2.117 -0.385
H 13.774 -5.610 3.375
H 5.711 1.280 4.545
C 12.967 -5.926 2.713
H -0.939 -4.195 3.162
H -10.724 4.280 -3.691
O 0.853 -5.460 4.746
C 1.623 -3.522 2.325
H -10.446 2.149 -3.846
O 1.893 -1.258 1.235
H -5.355 -4.989 1.351
H -2.065 0.767 0.213
H 5.704 -4.775 -3.356
H 3.397 -2.515 -4.715
C -10.220 2.860 -7.839
C -8.966 2.578 -2.352
C 4.272 -2.576 -2.660
H 1.725 3.124 4.398
C -12.836 5.357 1.200
C 4.708 1.707 4.592
N -4.664 -3.728 -0.335
C 1.101 -2.060 2.090
H 4.780 -4.074 -4.705
```